Formula: C30H70BrN4O
Source: OMol25
Level of theory: ωB97M-V/def2-TZVPD

## Properties
**E_LUMO**: -6.126 eV
**Frontier orbital gap**: 9.72 eV
**Highest occupied orbital energy**: -0.5823 Eh
**Net charge**: +3
**Molar mass**: 582.8 g/mol
**E**: -110272.48627 eV

Positions of all 106 atoms, in Å:
1 C 1.7295 1.9984 -4.0497
2 C 2.2821 0.5943 -4.1418
3 C 1.4084 -0.4207 -3.4702
4 N 2.1082 -1.7237 -3.1458
5 C 2.7092 -2.3359 -4.3972
6 C 3.1633 -1.6288 -2.0509
7 C 2.6794 -2.4921 -0.8763
8 C 1.7650 -3.5222 -1.5476
9 C 1.0833 -2.7279 -2.6360
10 H 1.4874 2.3550 -3.0426
11 H 0.7626 2.1631 -4.5491
12 H 2.3456 2.7653 -4.5185
13 H 3.3189 0.6952 -3.7986
14 H 2.4604 0.2897 -5.1787
15 H 0.5583 -0.6587 -4.1077
16 H 1.0976 -0.0430 -2.4918
17 H 3.4346 -1.6097 -4.7607
18 H 1.9569 -2.4666 -5.1678
19 H 3.2121 -3.2307 -4.0462
20 H 4.1164 -2.0109 -2.4092
21 H 3.3129 -0.5811 -1.7979
22 H 3.5225 -3.0150 -0.4252
23 H 2.2032 -1.9129 -0.0888
24 H 2.3387 -4.3574 -1.9535
25 H 1.0491 -3.9742 -0.8624
26 H 0.6249 -3.2517 -3.4712
27 H 0.2758 -2.1458 -2.1845
28 C 0.0911 5.3287 -1.8267
29 C -1.0615 4.5521 -2.4703
30 C -1.4847 3.3244 -1.6820
31 N -2.8256 2.8008 -2.1382
32 C -2.7463 2.6099 -3.6217
33 C -3.9463 3.7637 -1.7139
34 C -5.2346 2.9178 -1.6920
35 C -4.7684 1.4607 -1.7304
36 C -3.2856 1.5419 -1.4301
37 H 1.0187 4.7531 -1.7497
38 H -0.1871 5.7746 -0.8732
39 H 0.4877 6.1161 -2.4729
40 H -0.7499 4.3801 -3.5021
41 H -1.8963 5.2481 -2.5718
42 H -1.6415 3.6171 -0.6369
43 H -0.8210 2.4678 -1.5342
44 H -3.5720 1.9678 -3.9501
45 H -1.8593 2.1059 -3.9850
46 H -3.0725 3.5534 -4.0541
47 H -3.9979 4.5741 -2.4338
48 H -3.7168 4.1064 -0.7092
49 H -5.8331 3.1572 -2.5723
50 H -5.9211 3.0816 -0.8651
51 H -4.9963 0.9613 -2.6689
52 H -5.2755 0.9139 -0.9361
53 H -2.7153 0.6950 -1.8086
54 H -3.0108 1.7421 -0.3944
55 C 2.3451 0.4341 2.9910
56 N 2.7795 1.8909 3.0485
57 C 2.5491 2.2972 4.4855
58 C 4.2757 1.8820 2.8242
59 C 2.0496 2.8726 2.1755
60 C 2.4888 2.9006 0.7193
61 O 2.5911 1.6265 0.1309
62 H 2.9044 -0.0911 3.7542
63 H 2.4093 0.1675 1.9381
64 H 1.2742 0.3985 3.1932
65 H 2.9610 3.2990 4.5908
66 H 3.1301 1.6896 5.1822
67 H 1.5179 2.1816 4.8082
68 H 4.6942 2.8726 2.6802
69 H 4.3343 1.3433 1.8757
70 H 4.7591 1.2790 3.5837
71 H 2.2984 3.8011 2.6956
72 H 0.9647 2.8319 2.2798
73 H 3.4233 3.4577 0.6317
74 H 1.7588 3.4961 0.1615
75 H 1.7065 1.2005 0.1514
76 C 2.2789 -3.5548 3.9847
77 C 0.9423 -3.0299 4.4936
78 C -0.0216 -2.7697 3.3061
79 C -1.4819 -3.1752 3.5525
80 N -2.4127 -2.6805 2.4763
81 C -3.7394 -3.3628 2.6823
82 C -3.5210 -4.7697 2.0841
83 C -2.5759 -4.5665 0.9246
84 C -2.0552 -3.1343 1.0421
85 C -2.5942 -1.1913 2.6184
86 H 2.3212 -4.4123 3.3094
87 H 2.9897 -3.7621 4.7827
88 H 2.6781 -2.7540 3.3460
89 H 1.1587 -2.0898 5.0029
90 H 0.4910 -3.6814 5.2436
91 H 0.3673 -3.3400 2.4548
92 H 0.1421 -1.7652 2.9050
93 H -1.7768 -2.7838 4.5223
94 H -1.5123 -4.2575 3.4914
95 H -4.6058 -2.8220 2.3100
96 H -3.8878 -3.5371 3.7484
97 H -4.5215 -5.1352 1.8466
98 H -3.2050 -5.3960 2.9164
99 H -3.1698 -4.5859 0.0094
100 H -1.7806 -5.3029 0.8460
101 H -2.5371 -2.4175 0.3851
102 H -0.9784 -3.0925 0.9054
103 H -3.1166 -0.9771 3.5512
104 H -3.2315 -0.7970 1.8332
105 H -1.5942 -0.7750 2.6537
106 Br -0.2494 -0.1794 0.0641

Cartesian forces, eV/Å:
-1.455 1.151 -0.365
1.178 0.539 -0.930
0.682 -0.057 1.037
-0.398 -1.011 -0.854
0.551 1.102 0.717
0.009 0.337 0.473
0.384 -0.386 -0.228
0.066 -0.236 -0.052
-0.874 0.666 0.490
0.550 -0.390 0.260
0.064 -0.563 -0.236
0.398 -0.289 0.096
-0.196 -0.570 0.696
-0.407 0.329 -0.126
-0.120 -0.085 0.166
-0.375 -0.089 -0.132
0.208 -0.297 -0.055
-0.146 -0.302 0.173
-0.108 -0.265 -0.524
-0.141 -0.001 -0.367
-0.132 0.018 0.024
0.096 0.165 0.018
-0.326 0.082 -0.221
0.132 0.092 -0.056
-0.104 0.148 -0.018
0.382 -0.231 -0.066
0.148 0.148 0.086
0.661 0.004 -0.183
0.848 0.622 -0.419
-0.525 0.073 1.200
0.040 0.068 0.034
-2.470 -0.238 -0.234
-0.499 -0.461 -0.298
-0.298 0.148 -1.079
-0.162 -0.033 0.926
0.783 -0.035 -0.631
-0.300 -0.519 0.499
0.139 -0.081 0.083
-0.746 0.258 -0.077
-0.127 -0.595 0.049
-0.142 -0.117 0.209
-0.119 0.222 -0.078
0.298 0.058 -0.898
0.070 -0.149 0.403
0.468 0.592 0.309
1.065 0.118 -0.419
0.073 0.170 0.232
0.306 0.190 -0.120
0.046 -0.087 -0.039
0.458 0.373 0.283
0.145 0.009 -0.012
0.081 -0.237 -0.120
0.169 0.051 0.183
-0.311 -0.382 0.140
-1.059 1.296 -1.033
0.003 -0.990 2.190
0.676 0.298 0.390
-0.728 -0.557 -1.589
0.311 0.691 0.423
-0.327 0.355 -0.159
0.079 -0.236 0.177
0.188 -0.364 -0.351
0.604 -0.679 0.297
0.033 0.084 0.324
-0.474 0.170 0.142
0.129 -0.295 -0.448
-0.173 0.383 -0.462
-0.122 0.128 0.426
0.554 0.155 0.011
-0.027 0.274 0.250
0.045 0.339 -0.620
0.054 -0.899 0.171
0.190 -0.474 -0.155
-0.078 0.163 0.214
0.089 0.023 -0.218
0.627 0.538 -0.456
-0.340 -0.286 -0.341
0.745 -0.305 -0.631
1.529 0.382 -0.787
-1.321 0.694 -0.101
0.239 -1.502 0.898
-1.420 0.623 1.031
-0.465 0.257 -0.761
0.666 -0.059 1.038
0.193 -0.406 0.412
-0.748 -0.252 0.294
-0.026 0.166 0.061
0.335 -0.001 0.219
-0.195 0.025 0.144
-0.010 -0.143 -0.095
-0.151 -0.374 0.168
-0.488 0.261 0.401
-0.569 -0.137 -0.067
-0.195 -0.086 0.466
0.401 0.316 -0.442
-0.075 0.635 0.082
0.251 -0.249 -0.432
0.483 -0.278 -0.402
0.231 -0.354 -0.109
-0.019 -0.010 0.084
-0.004 -0.045 -0.038
-0.086 0.420 -0.004
0.139 -0.306 0.148
0.365 -0.104 -0.344
-0.229 0.440 -0.371
0.157 0.249 0.007